A structure of composition C57H47F5NO4P3Pb at a distorted geometry. Source: the OMol25 dataset; level of theory: wB97M-V/def2-TZVPD.

Values from the calculation:
Net charge: 0
HOMO-LUMO gap: 8.44 eV
Energy above the lowest of the compared OMol25 structures with the same formula, charge and spin: 0.0 kJ/mol
LUMO: 0.3 eV
Strongest force on any atom: 3.10 eV Å⁻¹
M: 1205.1 g mol⁻¹

Atoms and positions in Å:
Pb -2.506 0.561 -0.755
P 2.939 0.214 0.978
P 0.250 4.183 -1.062
P 0.573 -2.621 -0.586
F -7.158 -3.713 0.864
F -6.408 -3.171 -1.664
F -4.129 -0.520 2.509
F -6.030 -2.409 2.948
F -4.226 -1.541 -2.097
O -0.663 3.524 -2.205
O -0.497 5.624 -0.807
O 1.371 4.903 -1.984
O 3.085 -2.472 0.960
N -1.079 1.247 1.140
C -5.792 -2.525 -0.661
C -1.846 -4.176 -0.030
C 1.303 -3.340 -4.516
C -3.630 2.367 0.111
C 1.418 -3.324 -3.120
C 0.059 -3.154 -5.099
C -6.229 -2.782 0.611
C 3.517 -0.412 -1.721
C -3.540 2.117 3.759
C 3.194 -0.431 -3.083
C 1.222 -5.340 -0.296
C 2.034 0.152 -3.534
C 1.169 0.757 -2.603
C -4.099 -0.920 0.143
C -3.571 2.872 1.402
C 1.852 -6.378 0.324
C 4.286 2.588 0.268
C 3.101 4.124 2.235
C -4.476 3.058 -0.780
C -5.100 4.255 -0.508
C 1.620 -4.014 -0.004
C 4.032 4.725 1.385
C -4.941 4.810 0.794
C -2.823 -3.899 2.127
C 1.522 0.835 -1.289
C -0.924 -2.904 -2.942
C 2.690 -3.818 0.820
C -0.932 -2.610 1.512
C 4.388 -2.062 1.091
C -4.665 -1.123 1.402
C -1.750 1.371 2.436
C -1.124 4.356 -3.286
C 6.739 -2.271 1.070
C -1.297 0.580 3.465
C 2.331 4.023 -2.636
C 2.749 2.794 2.089
C -1.067 -2.945 -4.291
C -2.894 2.149 2.537
C -1.851 -2.994 2.469
C 3.397 1.998 1.143
C 3.271 -4.869 1.540
C 5.743 -0.120 1.520
C -5.671 -2.069 1.672
C -3.045 1.364 4.854
C -2.826 -4.474 0.896
C -4.713 -1.632 -0.834
C 2.830 -6.161 1.290
C 4.564 3.934 0.350
C 0.315 -3.088 -2.350
C -4.190 4.092 1.732
C 4.519 -0.660 1.227
C -1.678 5.607 -0.027
C 6.863 -0.912 1.417
C -0.897 -3.220 0.302
C 2.696 0.205 -0.818
C -1.914 0.590 4.712
C 5.502 -2.855 0.967
H 1.497 -7.390 0.091
H 5.458 -3.917 0.770
H -3.601 -5.140 0.636
H -0.164 -1.831 1.731
H 1.802 0.183 -4.568
H -0.778 2.131 0.776
H -1.899 5.057 -2.866
H -3.594 -4.114 2.887
H 1.999 2.354 2.777
H 4.775 2.020 -0.500
H 2.645 4.749 2.980
H 0.433 -5.503 -1.026
H -1.813 -4.598 -1.014
H -2.000 6.619 0.151
H -5.622 4.775 -1.281
H -1.408 0.019 5.520
H 7.665 -2.843 0.945
H 3.153 -7.016 1.877
H -4.073 4.467 2.712
H 2.435 -3.474 -2.762
H -1.670 3.727 -3.949
H -1.506 5.086 0.924
H 2.187 -3.459 -5.111
H -0.282 4.866 -3.739
H 1.794 3.542 -3.478
H -0.228 0.695 1.194
H -2.001 -2.738 -4.753
H -5.286 5.736 1.101
H 3.087 4.694 -3.033
H -1.837 -2.675 -2.389
H 2.848 3.347 -1.944
H 0.893 1.343 -0.601
H 7.875 -0.482 1.534
H -1.853 -2.447 3.411
H -4.516 2.584 3.816
H 3.819 -0.970 -3.742
H 4.030 -4.633 2.268
H 0.301 1.271 -2.934
H -4.712 2.507 -1.697
H -0.076 -3.211 -6.168
H 5.910 0.950 1.615
H 4.283 5.759 1.563
H 5.173 4.424 -0.370
H 4.463 -0.859 -1.383
H -2.517 5.127 -0.522
H -3.628 1.287 5.783
H -0.421 -0.067 3.290

Atom charges from the Löwdin analysis, given in e for atoms 1 to 6: number 1, Pb, carries 1.258; number 2, P, carries 1.120; number 3, P, carries 0.827; number 4, P, carries 1.157; number 5, F, carries 0.119; number 6, F, carries 0.106

A structure of composition C24H21N9ReS2. Source: the OMol25 dataset; level of theory: wB97M-V/def2-TZVPD.

Values from the calculation:
Net charge: +2
HOMO-LUMO gap (alpha / beta): 5.83 / 6.82 eV
Energy above the lowest of the compared OMol25 structures with the same formula, charge and spin: 0.0 kJ/mol
LUMO (alpha / beta): -8.0 / -7.3 eV
Expectation value of S²: 0.88
Strongest force on any atom: 0.57 eV Å⁻¹
Spin multiplicity: 2
M: 685.8 g mol⁻¹

Atoms and positions in Å:
Re -0.598 -0.115 0.572
S -1.367 -1.640 2.106
S 1.325 -0.128 1.764
N -0.500 -1.690 -0.913
N 3.850 -0.455 -2.746
N 2.092 0.103 -1.312
N -1.191 1.689 1.527
N -0.007 -3.751 7.714
N 0.303 1.358 -2.168
N 3.569 -1.941 7.194
N -2.599 0.034 -0.386
N -0.135 1.461 -0.848
C 2.762 -1.880 6.381
C 3.788 -0.071 -5.142
C 1.999 -1.086 4.213
C -1.868 -2.062 -1.372
C 1.756 -1.794 5.367
C -1.652 1.771 2.783
C -1.926 4.140 2.606
C -2.621 -0.775 -1.639
C -1.080 2.828 0.801
C -0.458 -2.386 4.571
C 0.508 -2.447 5.551
C -0.527 2.644 -0.529
C -2.022 2.977 3.353
C 1.015 -1.013 3.212
C 1.938 0.596 -3.707
C 3.094 0.410 -6.231
C 3.200 0.023 -3.883
C -0.210 -1.668 3.389
C 1.827 0.983 -6.077
C 0.240 -3.169 6.757
C 1.255 1.082 -4.830
C 1.416 0.698 -2.347
C 3.262 -0.416 -1.555
C -1.448 4.064 1.306
H 1.302 1.358 -6.944
H -0.434 3.465 -1.230
H -0.029 -2.504 -0.526
H 0.287 1.543 -4.698
H 2.945 -0.582 4.074
H -2.341 -2.638 -0.575
H -1.716 0.841 3.330
H 4.768 -0.514 -5.258
H -2.383 2.991 4.371
H 3.816 -0.859 -0.734
H -2.214 5.092 3.028
H -3.308 -0.315 0.256
H -2.113 -0.190 -2.408
H -3.643 -0.965 -1.967
H 4.774 -0.853 -2.829
H -1.349 4.947 0.691
H -2.876 0.987 -0.614
H 3.538 0.345 -7.215
H 0.062 -1.391 -1.707
H -1.822 -2.688 -2.263
H -1.406 -2.888 4.711

Atom charges from the natural (NBO) analysis, given in e for atoms 1 to 6: number 1, Re, carries 0.772; number 2, S, carries 0.108; number 3, S, carries 0.335; number 4, N, carries -0.773; number 5, N, carries -0.526; number 6, N, carries -0.591

Repeat the second record exactly.
A structure of composition C24H21N9ReS2. Source: the OMol25 dataset; level of theory: wB97M-V/def2-TZVPD.

Values from the calculation:
Net charge: +2
HOMO-LUMO gap (alpha / beta): 5.83 / 6.82 eV
Energy above the lowest of the compared OMol25 structures with the same formula, charge and spin: 0.0 kJ/mol
LUMO (alpha / beta): -8.0 / -7.3 eV
Expectation value of S²: 0.88
Strongest force on any atom: 0.57 eV Å⁻¹
Spin multiplicity: 2
M: 685.8 g mol⁻¹

Atoms and positions in Å:
Re -0.598 -0.115 0.572
S -1.367 -1.640 2.106
S 1.325 -0.128 1.764
N -0.500 -1.690 -0.913
N 3.850 -0.455 -2.746
N 2.092 0.103 -1.312
N -1.191 1.689 1.527
N -0.007 -3.751 7.714
N 0.303 1.358 -2.168
N 3.569 -1.941 7.194
N -2.599 0.034 -0.386
N -0.135 1.461 -0.848
C 2.762 -1.880 6.381
C 3.788 -0.071 -5.142
C 1.999 -1.086 4.213
C -1.868 -2.062 -1.372
C 1.756 -1.794 5.367
C -1.652 1.771 2.783
C -1.926 4.140 2.606
C -2.621 -0.775 -1.639
C -1.080 2.828 0.801
C -0.458 -2.386 4.571
C 0.508 -2.447 5.551
C -0.527 2.644 -0.529
C -2.022 2.977 3.353
C 1.015 -1.013 3.212
C 1.938 0.596 -3.707
C 3.094 0.410 -6.231
C 3.200 0.023 -3.883
C -0.210 -1.668 3.389
C 1.827 0.983 -6.077
C 0.240 -3.169 6.757
C 1.255 1.082 -4.830
C 1.416 0.698 -2.347
C 3.262 -0.416 -1.555
C -1.448 4.064 1.306
H 1.302 1.358 -6.944
H -0.434 3.465 -1.230
H -0.029 -2.504 -0.526
H 0.287 1.543 -4.698
H 2.945 -0.582 4.074
H -2.341 -2.638 -0.575
H -1.716 0.841 3.330
H 4.768 -0.514 -5.258
H -2.383 2.991 4.371
H 3.816 -0.859 -0.734
H -2.214 5.092 3.028
H -3.308 -0.315 0.256
H -2.113 -0.190 -2.408
H -3.643 -0.965 -1.967
H 4.774 -0.853 -2.829
H -1.349 4.947 0.691
H -2.876 0.987 -0.614
H 3.538 0.345 -7.215
H 0.062 -1.391 -1.707
H -1.822 -2.688 -2.263
H -1.406 -2.888 4.711

Atom charges from the natural (NBO) analysis, given in e for atoms 1 to 6: number 1, Re, carries 0.772; number 2, S, carries 0.108; number 3, S, carries 0.335; number 4, N, carries -0.773; number 5, N, carries -0.526; number 6, N, carries -0.591

Q: energy above the lowest of the compared OMol25 structures with the same formula, charge and spin of number 2 (C24H21N9ReS2)?
A: 0.0 kJ/mol

Q: Look up the net charge of the second one.
A: +2

Q: The lowest strongest force on any atom belongs to which entry?
A: C24H21N9ReS2